18
Properties=species:S:1:pos:R:3 method="wB97M-V/def2-TZVPD" spin_multiplicity=2 total_energy_ha=-666.56185 charge=-2 homo_lumo_gap_ha="0.0799 / 0.2217" homo_ev="3.635 / -0.249"
S -0.32 -3.37 -2.96
N 0.80 2.48 1.74
N 0.19 -0.54 0.07
C 0.42 -2.36 -1.58
C -0.17 1.32 1.72
C -0.48 0.74 0.33
C -0.42 -1.17 -1.13
H -1.37 -1.61 -0.77
H 0.67 -2.88 -0.65
H 0.31 3.36 1.94
H 1.10 2.60 0.78
H -1.07 1.47 2.31
H 1.17 -0.36 -0.11
H 1.38 -1.96 -1.95
H 0.51 0.63 2.22
H -0.68 -0.41 -1.88
H -0.47 1.50 -0.47
H -1.57 0.55 0.37

92
Properties=species:S:1:pos:R:3 method="wB97M-V/def2-TZVPD" total_energy_ha=-7011.82657 charge=0 homo_lumo_gap_ha=0.2035 homo_ev=-6.956
Se 15.15 13.14 17.10
Sc 9.39 11.01 12.15
S 12.04 11.42 11.56
S 10.91 6.78 11.38
F 5.71 7.45 7.91
F 9.60 14.27 10.72
F 6.69 9.24 6.27
F 5.53 12.94 7.44
F 5.66 11.85 9.85
F 6.58 7.06 10.31
F 9.52 15.33 8.22
F 8.61 10.99 7.18
F 9.45 10.77 9.89
F 7.45 14.74 6.63
N 14.41 11.56 16.69
N 10.64 10.16 13.92
N 8.39 9.23 11.54
N 13.84 14.04 16.28
N 7.85 12.40 11.64
N 9.87 12.72 13.75
N 12.95 6.03 13.00
N 13.47 7.65 11.66
N 7.52 10.54 13.83
N 12.68 9.50 9.70
N 11.87 11.32 8.83
C 8.56 14.53 8.65
C 8.04 9.04 10.27
C 14.21 6.50 13.40
C 11.01 8.90 13.97
C 13.25 11.76 16.02
C 7.87 10.18 15.18
C 12.43 10.69 15.46
C 7.23 9.14 7.48
C 6.68 8.24 8.35
C 11.53 12.67 8.62
C 7.13 8.13 9.65
C 11.83 10.35 7.83
C 6.60 12.38 12.45
C 12.32 10.80 9.97
C 12.18 5.07 13.79
C 7.70 8.47 12.63
C 12.01 8.40 14.85
C 10.99 12.47 14.43
C 6.49 13.37 8.25
C 8.51 9.96 9.33
C 11.74 13.47 15.08
C 10.15 15.05 14.23
C 12.71 9.34 15.61
C 6.75 11.83 13.85
C 6.63 12.79 9.52
C 7.47 14.26 7.85
C 12.39 9.23 8.41
C 8.10 10.08 8.01
C 14.53 7.50 12.58
C 7.72 13.02 10.42
C 6.73 9.44 13.27
C 12.49 6.74 11.95
C 12.96 13.15 15.83
C 9.45 13.96 13.67
C 11.32 14.79 14.93
C 8.56 13.98 9.94
C 11.33 11.05 14.63
B 13.85 8.59 10.43
H 13.50 9.05 16.31
H 11.44 5.58 14.35
H 6.10 9.81 12.41
H 11.70 10.52 6.78
H 5.76 11.60 14.30
H 8.07 9.08 15.24
H 6.96 10.41 15.78
H 14.28 7.82 9.58
H 10.59 8.22 13.29
H 8.54 14.04 13.09
H 12.88 4.54 14.42
H 6.21 13.40 12.53
H 6.13 8.93 14.05
H 7.34 12.49 14.48
H 12.50 8.29 7.95
H 11.41 13.20 9.61
H 12.25 7.35 14.92
H 9.83 16.08 14.05
H 12.31 13.18 8.10
H 10.64 12.69 8.00
H 11.65 4.37 13.13
H 8.76 10.67 15.62
H 8.41 8.09 13.34
H 14.71 9.30 10.84
H 15.33 8.23 12.61
H 11.84 15.63 15.35
H 7.14 7.66 12.23
H 14.83 6.13 14.24
H 5.83 11.84 11.97

| no. | molar mass (g mol⁻¹) |
| --- | --- |
| 1 | 119.21 |
| 2 | 1016.56 |